Entry 1:
This record from the Open Molecules 2025 dataset describes a single C18H21N5 molecule. The level of theory is ωB97M-V/def2-TZVPD.

Cartesian coordinates (Å):
C  -2.923  -2.832  -1.133
H  -2.875  -3.569  -1.930
H  -2.913  -3.356  -0.180
C  -1.733  -1.873  -1.248
N  -1.622  -0.867  -0.211
C  -2.757  0.035  -0.127
C  -2.321  1.300  0.516
N  -2.657  1.742  1.706
N  -2.018  2.892  1.875
N  -1.313  3.179  0.863
N  -1.468  2.201  -0.031
C  -0.786  2.192  -1.296
C  0.666  1.811  -1.133
C  1.531  2.677  -0.478
C  2.869  2.351  -0.345
C  3.348  1.161  -0.864
C  2.484  0.288  -1.501
C  1.145  0.609  -1.632
H  0.472  -0.075  -2.125
H  2.853  -0.646  -1.897
H  4.394  0.911  -0.768
H  3.538  3.030  0.162
H  1.149  3.600  -0.068
H  -1.294  1.486  -1.954
H  -0.858  3.203  -1.711
H  -3.599  -0.366  0.458
H  -3.109  0.250  -1.142
C  -1.198  -1.379  1.093
C  0.284  -1.179  1.288
C  1.193  -2.153  0.899
C  2.551  -1.968  1.089
C  3.017  -0.805  1.676
C  2.119  0.174  2.066
C  0.763  -0.012  1.870
H  0.069  0.748  2.197
H  2.474  1.082  2.529
H  4.075  -0.664  1.836
H  3.246  -2.738  0.788
H  0.837  -3.074  0.459
H  -1.440  -2.444  1.196
H  -1.734  -0.837  1.876
H  -0.800  -2.440  -1.239
H  -1.795  -1.351  -2.210
H  -3.864  -2.293  -1.219

Calculated values
**Charge**: 0
**LUMO level**: 0.65 eV
**Gap between HOMO and LUMO**: 9.47 eV
**SMILES string**: CCN(Cc1ccccc1)Cc1nnnn1Cc1ccccc1
**Relative energy (zero: lowest compared OMol25 entry of this formula, charge and spin)**: 0.0 kJ/mol

Entry 2:
This record from the Open Molecules 2025 dataset describes 2 unconnected molecules or ions with the total composition C4H8N2. The level of theory is ωB97M-V/def2-TZVPD.

Cartesian coordinates (Å):
C  -0.798  1.497  -0.180
N  -0.033  0.326  0.263
C  -0.606  -0.499  1.110
C  1.077  0.051  -0.469
C  1.971  -0.955  -0.055
N  2.709  -1.772  0.323
H  -1.398  1.217  -1.050
H  -0.101  2.292  -0.444
H  -1.440  1.833  0.633
H  -0.076  -1.388  1.423
H  -0.836  -1.650  -0.688
H  -1.555  -0.228  1.546
H  1.371  0.760  -1.223
H  -0.285  -1.484  -1.190

Calculated values
**Charge**: 0
**LUMO level (alpha / beta)**: 0.47 / 0.47 eV
**Gap between HOMO and LUMO (alpha / beta)**: 8.35 / 8.35 eV
**Relative energy (zero: lowest compared OMol25 entry of this formula, charge and spin)**: 316.0 kJ/mol

Entry 3:
This record from the Open Molecules 2025 dataset describes 3 unconnected molecules or ions with the total composition C5H15NO2. The level of theory is ωB97M-V/def2-TZVPD.

Cartesian coordinates (Å):
C  -0.553  0.267  2.445
C  -1.013  -0.856  1.472
C  0.282  -1.540  0.923
C  0.546  -0.999  -0.510
C  0.190  -1.635  -1.710
N  1.309  0.182  -0.683
H  -0.929  1.246  2.349
H  0.596  0.289  2.242
H  -0.655  -0.117  3.504
H  -1.373  -1.656  2.131
H  -1.695  -0.400  0.680
H  1.101  -1.483  1.584
H  0.235  -2.743  0.684
H  -0.178  -2.723  -1.869
H  0.420  -1.163  -2.670
H  1.139  1.035  -0.325
H  1.651  0.259  -1.577
H  3.524  0.668  -3.304
H  2.912  -0.185  -4.491
O  2.711  0.307  -3.669
H  -3.888  4.364  0.910
H  -3.200  3.041  1.184
O  -3.133  3.842  0.700

Calculated values
**Charge**: 0
**LUMO level**: 0.78 eV
**Gap between HOMO and LUMO**: 8.56 eV
**SMILES string**: C=C(N)CCC.O.O
**Relative energy (zero: lowest compared OMol25 entry of this formula, charge and spin)**: 281.2 kJ/mol

Entry 4:
This record from the Open Molecules 2025 dataset describes 2 unconnected molecules or ions with the total composition C2H4N4. The level of theory is ωB97M-V/def2-TZVPD.

Cartesian coordinates (Å):
C  1.065  -0.435  0.268
C  2.362  -0.087  -0.139
N  -2.177  -1.164  -0.044
N  1.318  0.798  0.363
N  -2.642  -0.159  -0.145
N  -3.270  0.816  -0.302
H  0.350  -1.132  0.430
H  2.543  0.079  -1.120
H  3.275  -0.343  0.598
H  -2.823  1.628  0.090

Calculated values
**Charge**: 0
**LUMO level**: 1.14 eV
**Gap between HOMO and LUMO**: 11.49 eV
**Relative energy (zero: lowest compared OMol25 entry of this formula, charge and spin)**: 480.3 kJ/mol

Entry 5:
This record from the Open Molecules 2025 dataset describes a single C5H8OS molecule. The level of theory is ωB97M-V/def2-TZVPD.

Cartesian coordinates (Å):
C  0.651  -0.268  0.324
C  -0.144  -1.277  -0.476
C  -1.525  -0.689  -0.331
C  -1.504  0.557  0.114
C  -0.130  1.048  0.327
H  2.991  -0.769  0.681
H  0.700  -0.626  1.359
H  0.136  -1.367  -1.523
H  -0.086  -2.294  -0.055
H  -2.408  -1.242  -0.560
H  -2.457  1.152  0.214
H  0.092  1.519  1.309
H  1.066  2.332  -0.428
O  0.226  1.923  -0.725
S  2.391  0.000  -0.230

Calculated values
**Charge**: 0
**LUMO level**: 0.71 eV
**Gap between HOMO and LUMO**: 9.91 eV
**SMILES string**: O[C@H]1C=CC[C@H]1S
**Relative energy (zero: lowest compared OMol25 entry of this formula, charge and spin)**: 69.2 kJ/mol

Entry 6:
This record from the Open Molecules 2025 dataset describes a molecular structure, C6H15N3. The level of theory is ωB97M-V/def2-TZVPD.

Cartesian coordinates (Å):
C  -1.217  0.377  0.481
C  -2.578  -0.144  0.050
C  -1.091  1.852  0.489
C  -0.712  -0.286  1.751
N  -0.124  -0.184  -0.716
H  -0.171  -1.196  -0.727
H  -0.478  0.161  -1.602
H  0.310  0.024  1.956
H  -2.566  -1.228  -0.090
H  -3.319  0.095  0.814
H  -2.900  0.325  -0.880
H  -1.718  2.343  -0.252
H  -1.248  2.287  1.476
H  0.012  2.086  0.170
H  -1.340  0.010  2.592
H  -0.736  -1.373  1.669
C  2.726  -1.486  -1.297
N  2.400  -0.499  -0.279
C  1.590  0.563  -0.616
N  1.565  1.762  -0.584
H  3.188  -0.199  0.281
H  3.412  -1.105  -2.064
H  1.821  -1.826  -1.802
H  3.173  -2.360  -0.816

Calculated values
**Charge**: 0
**LUMO level**: 0.70 eV
**Gap between HOMO and LUMO**: 8.28 eV
**Relative energy (zero: lowest compared OMol25 entry of this formula, charge and spin)**: 266.0 kJ/mol

Entry 7:
This record from the Open Molecules 2025 dataset describes a molecular structure, C39H49BiN12O3PSSiTe. The level of theory is ωB97M-V/def2-TZVPD.

Cartesian coordinates (Å):
Bi  -0.347  -0.257  -1.114
N  4.116  1.240  -0.781
C  3.181  1.137  0.201
N  2.502  2.123  0.700
C  2.699  3.443  0.206
N  1.965  4.400  0.617
N  1.008  4.031  1.562
C  -0.038  3.605  1.044
C  -1.153  2.993  1.769
C  -2.099  2.220  1.100
C  -3.210  1.723  1.752
C  -3.300  1.864  3.111
C  -2.278  2.640  3.725
N  -1.229  3.172  3.136
C  3.561  3.611  -0.981
C  3.793  4.783  -1.642
C  4.398  4.799  -2.904
C  4.836  3.577  -3.512
C  4.713  2.397  -2.763
C  4.163  2.420  -1.484
H  4.353  0.371  -1.223
H  3.020  0.089  0.574
H  -0.196  3.589  -0.028
H  -2.052  2.090  0.070
H  -3.814  1.113  1.131
H  -4.019  1.340  3.687
H  -2.287  2.781  4.782
H  3.585  5.746  -1.128
H  4.504  5.736  -3.449
H  5.132  3.575  -4.570
H  5.188  1.540  -3.162
C  2.960  -2.271  -3.406
C  2.429  -1.093  -2.886
N  1.945  -0.939  -1.690
C  1.809  -2.165  -0.893
C  2.755  -3.359  -1.257
C  3.157  -3.329  -2.554
C  3.019  -4.433  -0.405
C  3.101  -4.562  0.973
C  3.111  -3.627  2.031
C  3.106  -4.097  3.376
C  3.014  -3.194  4.388
N  2.909  -1.888  4.075
C  3.055  -1.494  2.856
N  3.102  -2.301  1.812
H  3.509  -2.318  -4.338
H  2.462  -0.177  -3.537
H  1.806  -1.958  0.179
H  3.811  -4.124  -2.943
H  3.395  -5.274  -0.974
H  3.088  -5.538  1.347
H  3.050  -5.146  3.609
H  2.966  -3.459  5.438
H  3.110  -0.424  2.586
C  -0.664  1.332  6.804
C  0.727  0.623  6.873
C  0.715  -0.792  7.425
C  1.556  0.724  5.559
N  0.776  0.396  4.371
C  0.745  1.059  3.200
N  0.205  0.245  2.306
N  -0.095  -0.868  2.953
N  0.233  -0.795  4.163
H  -1.228  1.205  7.732
H  -1.282  0.911  6.035
H  -0.621  2.407  6.662
H  1.355  1.114  7.605
H  0.289  -1.494  6.716
H  0.015  -0.881  8.247
H  1.649  -1.159  7.687
H  2.434  0.076  5.542
H  1.942  1.748  5.406
H  1.204  1.975  2.856
C  -2.698  2.640  -5.610
Si  -1.992  0.951  -5.958
C  -0.608  0.909  -7.318
C  -3.357  -0.263  -6.394
C  -1.246  0.392  -4.370
C  -0.797  0.169  -3.263
H  -3.561  2.839  -6.330
H  -1.986  3.483  -5.689
H  -3.077  2.552  -4.562
H  -0.797  1.472  -8.204
H  -0.367  -0.106  -7.597
H  0.317  1.331  -6.892
H  -3.890  -0.065  -7.288
H  -4.170  -0.312  -5.643
H  -2.862  -1.318  -6.390
S  0.048  -2.693  -1.196
C  -3.389  -4.168  -3.408
C  -3.212  -2.650  -3.244
O  -4.026  -2.297  -2.104
P  -3.946  -0.831  -1.453
O  -2.482  -0.624  -1.043
Te  -5.039  0.758  -2.688
O  -4.634  -1.058  -0.046
C  -5.971  -1.384  0.350
C  -6.264  -0.720  1.686
H  -2.932  -4.378  -4.366
H  -4.409  -4.458  -3.481
H  -2.784  -4.769  -2.723
H  -3.537  -2.147  -4.108
H  -2.127  -2.441  -3.097
H  -5.990  -2.484  0.510
H  -6.673  -1.127  -0.454
H  -5.493  -1.131  2.350
H  -7.280  -0.953  2.006
H  -6.082  0.339  1.665

Calculated values
**Charge**: -1
**LUMO level**: 2.14 eV
**Gap between HOMO and LUMO**: 6.27 eV
**Relative energy (zero: lowest compared OMol25 entry of this formula, charge and spin)**: 188.7 kJ/mol

Entry 8:
This record from the Open Molecules 2025 dataset describes 2 unconnected molecules or ions with the total composition C7H7N2O3. The level of theory is ωB97M-V/def2-TZVPD.

Cartesian coordinates (Å):
C  -2.653  1.023  0.608
C  -1.691  0.127  0.450
C  2.027  -0.954  0.656
C  3.008  0.421  -0.629
C  -2.431  0.049  1.732
C  -0.158  0.005  -1.729
C  -0.718  -0.437  -0.422
N  3.095  -0.772  -0.137
N  1.152  0.212  0.709
O  1.853  -1.848  1.456
O  3.736  1.055  -1.299
O  1.728  1.160  -0.017
H  -3.354  1.801  0.386
H  -2.088  0.378  2.750
H  -3.048  -0.863  1.947
H  0.633  -0.671  -2.034
H  -1.078  -0.197  -2.478
H  0.279  1.006  -1.790
H  -0.292  -1.493  -0.158

Calculated values
**Charge**: -1
**LUMO level (alpha / beta)**: 3.20 / 3.40 eV
**Gap between HOMO and LUMO (alpha / beta)**: 7.84 / 7.42 eV
**Relative energy (zero: lowest compared OMol25 entry of this formula, charge and spin)**: 438.3 kJ/mol

Entry 9:
This record from the Open Molecules 2025 dataset describes a single C12H16Si molecule. The level of theory is ωB97M-V/def2-TZVPD.

Cartesian coordinates (Å):
C  3.329  0.081  1.811
C  2.870  0.228  0.505
C  2.672  -0.794  2.672
C  1.750  -0.435  0.075
C  1.574  -1.499  2.254
C  1.039  -1.318  0.940
C  -0.047  -2.054  0.592
C  -1.168  -1.251  -1.170
C  -1.249  -2.299  -0.164
C  -0.356  1.406  -2.462
C  -1.079  1.520  0.547
C  -3.246  0.794  -1.560
Si  -1.395  0.578  -1.092
H  4.188  0.637  2.152
H  3.389  0.893  -0.172
H  3.034  -0.924  3.682
H  1.392  -0.329  -0.937
H  1.067  -2.178  2.923
H  -1.322  -3.326  -0.539
H  -2.101  -2.128  0.506
H  -0.689  2.426  -2.636
H  0.700  1.448  -2.215
H  -0.455  0.865  -3.398
H  -0.022  1.532  0.793
H  -1.416  2.551  0.488
H  -1.599  1.051  1.378
H  -3.355  1.551  -2.329
H  -3.671  -0.126  -1.943
H  -3.833  1.101  -0.701

Calculated values
**Charge**: 0
**LUMO level (alpha / beta)**: -1.24 / -1.29 eV
**Gap between HOMO and LUMO (alpha / beta)**: 5.58 / 5.77 eV
**Relative energy (zero: lowest compared OMol25 entry of this formula, charge and spin)**: 720.1 kJ/mol

Entry 10:
This record from the Open Molecules 2025 dataset describes a gas-phase ion, C6H14NO (charge +1). The level of theory is ωB97M-V/def2-TZVPD.

Cartesian coordinates (Å):
C  -1.797  -0.100  -0.121
C  -2.977  0.738  0.233
C  0.802  -1.063  1.115
C  1.032  -0.943  -1.193
C  2.157  0.719  0.168
C  -0.264  0.763  -0.125
N  0.970  -0.088  0.001
O  -1.788  -1.229  -0.496
H  -3.086  0.797  1.327
H  -3.173  1.856  -0.052
H  -3.867  0.259  -0.148
H  -0.201  -1.487  0.920
H  1.447  -1.965  1.258
H  0.843  -0.560  2.001
H  1.071  -0.162  -1.979
H  1.911  -1.619  -1.174
H  0.137  -1.433  -1.315
H  2.245  1.103  -0.840
H  2.010  1.489  0.858
H  3.074  0.129  0.229
H  -0.163  1.689  0.480
H  -0.383  1.107  -1.144

Calculated values
**Charge**: +1
**LUMO level**: -2.90 eV
**Gap between HOMO and LUMO**: 11.40 eV
**SMILES string**: CC(=O)C[N+](C)(C)C
**Relative energy (zero: lowest compared OMol25 entry of this formula, charge and spin)**: 210.8 kJ/mol

Entry 11:
This record from the Open Molecules 2025 dataset describes a molecular structure, C7H15NO. The level of theory is ωB97M-V/def2-TZVPD.

Cartesian coordinates (Å):
C  1.078  -0.281  0.000
C  -1.728  -0.715  0.670
C  -1.837  0.443  -0.389
C  1.875  -1.582  -0.021
C  1.073  0.387  1.369
C  1.335  0.595  -1.104
C  -0.682  -0.995  -0.315
N  -1.684  1.735  0.232
O  -0.681  -1.858  -1.169
H  -1.756  2.483  -0.447
H  -2.367  1.890  0.964
H  -1.409  -0.329  1.630
H  -2.554  -1.424  0.696
H  -2.731  0.295  -1.002
H  -0.870  0.760  -1.498
H  1.796  -2.070  -0.990
H  2.928  -1.374  0.190
H  1.505  -2.281  0.731
H  0.443  1.274  1.376
H  0.729  -0.300  2.144
H  2.091  0.684  1.633
H  1.630  1.616  -0.898
H  0.061  0.884  -1.797
H  1.755  0.164  -2.007

Calculated values
**Charge**: 0
**LUMO level**: 0.31 eV
**Gap between HOMO and LUMO**: 8.21 eV
**Relative energy (zero: lowest compared OMol25 entry of this formula, charge and spin)**: 588.4 kJ/mol

Entry 12:
This record from the Open Molecules 2025 dataset describes a molecular structure, C21H16N7O6RuS. The level of theory is ωB97M-V/def2-TZVPD.

Cartesian coordinates (Å):
Ru  0.050  0.258  -0.373
O  -4.169  0.164  0.699
C  -2.964  0.297  0.568
O  -2.159  -0.363  -0.179
C  -2.238  1.312  1.435
C  -2.836  2.183  2.330
C  -2.021  3.046  3.052
C  -0.642  3.006  2.883
C  -0.127  2.106  1.971
N  -0.921  1.301  1.278
C  1.338  1.884  1.690
O  2.186  2.436  2.351
O  1.553  0.976  0.774
H  -3.911  2.168  2.437
H  -2.459  3.748  3.751
H  0.033  3.646  3.434
N  0.107  -1.560  1.068
N  -0.444  -2.740  0.548
C  -0.885  -2.778  -0.746
N  -1.690  -3.790  -1.053
N  -0.420  -1.840  -1.553
N  -0.776  -1.892  -2.884
O  -0.501  -0.910  -3.524
O  -1.247  -2.920  -3.370
H  0.990  -1.751  1.528
H  -0.541  -1.133  1.723
H  -0.936  -3.327  1.204
H  -2.100  -4.358  -0.335
H  -1.944  -3.902  -2.024
S  2.918  0.980  -3.757
C  3.498  -0.429  -2.920
C  4.617  -1.205  -3.201
C  4.879  -2.287  -2.385
C  4.044  -2.586  -1.304
C  2.936  -1.813  -1.025
C  2.656  -0.723  -1.844
N  1.592  0.162  -1.723
C  1.609  1.090  -2.646
C  0.544  2.052  -2.630
C  0.385  3.076  -3.562
C  -0.708  3.912  -3.457
C  -1.624  3.704  -2.429
C  -1.453  2.682  -1.505
C  -0.353  1.825  -1.576
H  5.262  -0.968  -4.037
H  5.742  -2.909  -2.583
H  4.273  -3.436  -0.675
H  2.290  -2.032  -0.190
H  1.105  3.207  -4.362
H  -0.858  4.712  -4.170
H  -2.492  4.348  -2.348
H  -2.205  2.558  -0.739

Calculated values
**Charge**: 0
**LUMO level (alpha / beta)**: -0.03 / -0.18 eV
**Gap between HOMO and LUMO (alpha / beta)**: 7.99 / 7.77 eV
**Relative energy (zero: lowest compared OMol25 entry of this formula, charge and spin)**: 60.6 kJ/mol
**Spin multiplicity**: 2